Record 1
120
Properties=species:S:1:pos:R:3:lowdin_charge:R:1 method="wB97M-V/def2-TZVPD" multiplicity=2 homo_ev="-2.0 / -2.0" gap_ev="5.9 / 5.9" e_lumo_ev="3.9468 / 3.9457" e_above_lowest_kcal_mol=19.38 charge=-2 e_tot_ha=-4642.467247
Ru -0.46 -0.49 0.20 1.06
S 3.13 2.09 -0.32 0.34
S 5.91 3.26 1.18 0.07
S -1.52 3.91 0.10 0.49
P 4.59 3.41 -0.28 -0.19
P -3.89 -0.52 0.76 0.84
P 1.76 -1.35 0.27 1.04
O 0.26 2.05 3.33 0.10
O -1.37 -1.87 -2.14 -0.03
O 5.47 3.40 -1.65 -0.35
O 4.06 4.94 -0.40 -0.35
O -0.33 -2.25 2.10 -0.03
N -2.39 -0.50 0.47 -0.32
N -0.40 1.42 -0.54 -0.07
N -0.15 -0.03 2.36 0.05
C -4.46 -2.79 -0.74 -0.10
C 3.14 -1.04 -0.93 -0.39
C 2.89 5.54 0.19 -0.46
C 2.74 -0.78 -2.24 -0.12
C 5.03 -0.74 -2.95 -0.10
C -3.42 1.46 2.64 -0.09
C 2.73 -2.62 2.64 -0.10
C -6.34 0.17 -0.69 -0.09
C -4.84 0.46 -0.57 -0.59
C 0.28 -3.17 -1.07 -0.22
C -0.86 2.45 -0.25 -0.92
C 3.92 -0.26 3.53 -0.06
C 3.67 3.44 -3.36 -0.08
C -0.17 -1.28 2.84 -0.52
C 0.10 -2.29 5.27 -0.02
C 5.43 5.23 -3.21 -0.06
C -5.77 0.57 2.71 -0.09
C -4.65 1.96 -0.27 -0.11
C 2.33 -4.14 -0.28 -0.08
C -4.30 0.22 2.46 -0.58
C -0.05 -4.36 -1.70 -0.03
C 1.74 5.46 -0.78 -0.09
C 0.07 -1.28 4.33 -0.10
C 3.67 -0.63 -3.25 -0.10
C 0.66 -0.61 6.93 -0.09
C 0.80 -5.45 -1.61 -0.09
C 1.44 -3.07 -0.33 -0.29
C 0.62 0.40 5.96 -0.01
C -4.14 0.22 -1.91 -0.10
C -4.52 -2.32 0.73 -0.58
C 2.54 4.99 1.57 -0.08
C 3.39 -2.58 3.87 -0.10
C -3.86 -0.80 3.52 -0.09
C 2.00 -5.33 -0.91 -0.09
C -5.94 -2.55 1.27 -0.09
C -3.53 -3.21 1.50 -0.10
C 4.49 -1.18 -0.65 -0.10
C 2.66 -1.47 1.86 -0.35
C 3.26 -0.29 2.30 -0.10
C 0.40 -1.93 6.59 -0.09
C 0.16 0.86 3.39 -0.42
C 3.98 -1.40 4.31 -0.09
C -0.58 -1.93 -1.22 -0.45
C 5.43 -1.01 -1.66 -0.08
C 0.31 0.03 4.67 -0.08
C 5.10 3.76 -2.98 -0.47
H 5.77 -0.58 -3.73 0.09
H 2.69 -6.17 -0.87 0.09
H 3.44 4.90 2.18 0.06
H 2.07 4.01 1.49 0.04
H -3.49 -2.56 -1.18 0.06
H -6.55 -0.83 -1.07 0.05
H 4.82 -1.37 0.36 0.10
H -6.12 1.38 2.07 0.05
H 5.77 3.15 -3.60 0.13
H 3.54 3.65 -4.43 0.08
H -3.33 1.68 3.71 0.08
H 0.54 -6.39 -2.08 0.09
H 4.47 -1.38 5.28 0.09
H 3.28 -4.04 0.23 0.10
H 4.80 5.85 -2.57 0.07
H -3.59 -4.23 1.11 0.08
H 0.87 5.98 -0.39 0.06
H -4.60 -3.88 -0.76 0.08
H -6.22 -3.60 1.10 0.08
H -3.74 -3.25 2.56 0.06
H -4.92 2.53 -1.16 0.08
H -6.44 -0.28 2.56 0.06
H 6.48 5.43 -2.95 0.08
H -2.51 -2.86 1.36 0.04
H 0.90 -0.36 7.95 0.09
H 3.43 -3.47 4.48 0.09
H -4.51 0.96 -2.63 0.08
H -5.27 2.31 0.55 0.06
H -2.86 -1.18 3.31 0.07
H -3.83 -0.30 4.50 0.08
H -4.32 -0.77 -2.32 0.06
H 0.44 -2.70 7.35 0.09
H 5.26 5.50 -4.25 0.07
H -3.06 0.34 -1.81 0.06
H -0.09 -3.32 4.98 0.12
H 1.47 4.42 -0.94 0.04
H 4.38 0.66 3.85 0.11
H -5.24 -2.35 -1.35 0.05
H 0.83 1.43 6.20 0.12
H 3.19 6.59 0.31 0.13
H 6.49 -1.08 -1.42 0.10
H -3.61 2.19 -0.05 0.01
H -0.97 -4.41 -2.26 0.11
H 3.35 -0.41 -4.26 0.10
H -6.69 -1.93 0.77 0.05
H 1.68 -0.64 -2.45 0.10
H 3.21 0.61 1.69 0.02
H -6.00 -2.36 2.34 0.05
H -4.54 -1.65 3.61 0.05
H 2.23 -3.52 2.32 0.10
H -3.83 2.35 2.15 0.06
H 2.97 4.06 -2.80 0.05
H -5.89 0.90 3.75 0.08
H 2.03 5.91 -1.74 0.07
H 3.43 2.40 -3.16 0.04
H -6.87 0.30 0.26 0.06
H 1.83 5.67 2.05 0.08
H -2.42 1.30 2.24 0.05
H -6.78 0.88 -1.41 0.08

Record 2
144
Properties=species:S:1:pos:R:3:lowdin_charge:R:1 method="wB97M-V/def2-TZVPD" multiplicity=6 homo_ev="-9.6 / -9.6" gap_ev="3.9 / 3.9" e_lumo_ev="-5.6341 / -5.6626" charge=+1 e_tot_ha=-6319.579371
Mn -2.93 1.97 -1.54 1.25
S -0.38 -0.14 -1.31 0.59
S -0.35 1.79 0.52 0.69
F 0.57 4.09 -0.25 0.16
F 2.07 2.80 0.66 0.19
F 1.46 2.48 -1.36 0.17
F -2.15 -2.08 -0.93 0.17
F -1.76 -0.94 0.87 0.15
F -0.33 -2.37 0.16 0.17
O 1.04 -0.16 -1.10 -0.26
O -3.80 0.43 -4.42 0.09
O -0.57 -3.84 4.62 0.07
O 0.27 0.81 1.37 -0.26
O -6.03 1.94 0.77 0.13
O 5.77 -0.37 4.97 0.09
O -1.09 -5.92 5.18 0.15
O -3.67 -0.03 -2.23 0.04
O 0.80 -5.14 -2.70 0.08
O -3.87 1.51 0.45 0.03
O -4.56 -1.48 -3.67 0.14
O -0.01 6.89 1.99 0.08
O 1.61 -3.31 -1.87 0.03
O 3.60 -0.76 4.95 0.08
O 1.10 -4.99 -0.47 0.14
O 1.62 7.26 0.47 0.18
O -0.93 -5.32 3.02 0.10
O 4.84 -1.62 6.60 0.18
O 1.79 5.62 2.00 0.04
O -0.76 -0.50 -2.65 -0.29
O -1.30 2.65 1.19 -0.30
O -4.55 3.18 1.81 0.10
N 5.36 -3.07 1.42 0.02
N -1.97 -7.15 -1.45 0.04
N -1.17 1.20 -0.90 -0.40
N 5.27 5.64 -3.00 0.01
N 4.42 2.21 -3.52 0.02
N -2.45 0.72 3.53 0.03
C 5.20 2.34 -4.62 -0.13
C 5.27 0.34 3.86 -0.10
C -2.28 -5.85 -1.77 -0.15
C -2.77 -0.62 -6.42 -0.01
C 5.82 -1.86 0.95 -0.14
C -6.81 2.96 1.43 -0.28
C -1.51 5.42 3.23 -0.01
C 3.60 -1.98 0.63 -0.13
C 4.82 5.21 -1.78 -0.15
C 1.06 2.87 -0.17 -0.70
C -2.73 -0.06 5.57 -0.10
C -0.26 -3.90 -4.43 -0.02
C 3.84 -0.15 3.67 -0.30
C -2.64 -7.97 -2.31 -0.14
C 3.04 5.53 -3.09 -0.09
C -0.12 6.10 3.19 -0.27
C -2.00 0.81 4.83 -0.13
C 1.89 -3.12 -3.25 -0.06
C -4.76 -1.60 -5.10 -0.01
C -0.73 -4.08 2.32 -0.07
C 4.98 1.21 -5.39 -0.12
C 3.45 5.20 -1.78 -0.12
C 2.79 0.94 3.56 -0.03
C 1.15 5.23 3.19 -0.09
C -4.02 -0.35 -5.62 -0.27
C -5.79 3.72 2.25 -0.05
C -4.01 -0.35 -3.36 -0.55
C 4.76 -0.99 5.61 -0.57
C -1.23 -1.48 -0.21 -0.67
C -3.45 -7.24 -3.15 -0.10
C -4.76 2.17 0.97 -0.55
C 4.20 5.75 -3.81 -0.15
C -3.59 -0.03 3.51 -0.17
C 3.82 0.98 -3.49 -0.13
C -0.89 -5.13 4.31 -0.59
C -0.67 -3.02 3.45 -0.29
C 4.75 -1.22 0.36 -0.11
C 1.14 -4.52 -1.57 -0.59
C -3.80 -0.56 4.77 -0.08
C 4.13 0.35 -4.68 -0.12
C -3.20 -5.89 -2.79 -0.14
C 1.10 -4.31 -3.84 -0.27
C 4.00 -3.11 1.30 -0.13
C 0.58 -2.15 3.45 -0.01
C -8.04 2.31 2.07 0.01
C 1.17 6.67 1.39 -0.56
H -7.16 3.58 0.60 0.15
H -8.63 3.02 2.65 0.10
H 4.38 6.10 -4.82 0.11
H 1.69 -4.85 -4.58 0.15
H 5.79 3.23 -4.79 0.10
H 5.82 0.06 2.95 0.11
H -5.81 -1.56 -5.37 0.14
H -4.00 -7.59 -4.01 0.09
H -1.57 -2.42 3.55 0.14
H -4.59 -1.21 5.12 0.09
H -2.33 0.32 -6.79 0.09
H 0.18 -4.11 1.73 0.11
H 2.97 -3.23 -3.31 0.14
H 0.84 4.19 3.23 0.12
H 2.61 -1.66 0.35 0.08
H -2.95 -1.23 -7.30 0.10
H 4.31 2.90 -2.79 0.11
H 1.72 5.52 4.07 0.14
H 2.03 5.49 -3.47 0.09
H -4.66 0.33 -6.19 0.16
H 5.90 -3.80 1.85 0.15
H -4.29 -2.54 -5.35 0.14
H -2.11 5.83 4.03 0.08
H -1.13 1.40 5.03 0.11
H -3.55 -5.07 -3.41 0.08
H 4.80 -0.31 -0.21 0.09
H 1.51 -2.72 3.51 0.09
H 5.56 5.11 -1.00 0.11
H -7.71 1.53 2.75 0.10
H 6.88 -1.70 1.06 0.11
H -8.73 1.92 1.32 0.09
H -2.10 1.21 2.72 0.08
H -1.85 -4.99 -1.30 0.09
H -5.93 3.56 3.32 0.15
H -0.11 -3.46 -5.42 0.08
H -5.88 4.78 2.03 0.15
H -0.76 -3.19 -3.77 0.07
H 1.76 0.59 3.46 0.05
H -1.91 -1.02 -5.87 0.09
H 5.41 1.42 3.91 0.14
H -4.11 -0.21 2.58 0.10
H 3.64 -0.78 2.81 0.12
H -1.57 -3.81 1.69 0.12
H -0.92 -4.77 -4.55 0.08
H 0.65 -1.46 2.60 0.06
H -2.51 -0.31 6.60 0.10
H -2.55 -9.04 -2.19 0.11
H 6.20 5.97 -3.17 0.15
H -2.07 5.26 2.31 0.07
H 1.46 -2.17 -3.56 0.12
H -1.41 -7.44 -0.66 0.15
H 2.78 1.57 4.46 0.09
H 5.43 1.00 -6.34 0.09
H 3.14 0.65 -2.72 0.09
H 2.82 4.98 -0.94 0.07
H 0.59 -1.59 4.39 0.09
H -1.35 4.36 3.44 0.06
H -0.14 6.82 4.01 0.15
H 3.71 -0.62 -4.90 0.08
H 3.42 -3.97 1.59 0.11
H 2.97 1.59 2.69 0.08